{
  "formula": "C27H79N5O12",
  "method": "ωB97M-V/def2-TZVPD",
  "energy_ev": -61282.5193,
  "multiplicity": 2,
  "s_squared": 0.76,
  "e_homo_ev": [-10.81, -10.81],
  "total_charge": 1,
  "symbols": ["C", "O", "H", "H", "H", "H", "C", "O", "H", "H", "H", "H", "C", "O", "H", "H", "H", "H", "C", "C", "C", "O", "C", "N", "H", "H", "H", "H", "H", "H", "H", "H", "H", "H", "H", "C", "C", "C", "O", "C", "N", "H", "H", "H", "H", "H", "H", "H", "H", "H", "H", "H", "C", "C", "C", "O", "C", "N", "H", "H", "H", "H", "H", "H", "H", "H", "H", "H", "H", "C", "C", "C", "O", "C", "N", "H", "H", "H", "H", "H", "H", "H", "H", "H", "H", "H", "C", "C", "C", "O", "C", "N", "H", "H", "H", "H", "H", "H", "H", "H", "H", "H", "H", "C", "C", "O", "O", "H", "H", "H", "H", "H", "H", "C", "C", "O", "O", "H", "H", "H", "H", "H", "H"],
  "xyz": [[-21.63770, -28.32657, -16.53751], [-22.11735, -28.47070, -17.85692], [-22.28473, -28.47796, -15.67349], [-20.81314, -29.03403, -16.44968], [-21.07267, -27.39732, -16.46448], [-22.75371, -29.18590, -17.78518], [-25.35613, -27.75339, -19.09119], [-26.47865, -27.69960, -19.94351], [-25.54600, -27.44490, -18.06314], [-24.74769, -28.64866, -19.21918], [-24.73793, -26.92658, -19.44093], [-27.23621, -28.01203, -19.44342], [-30.61254, -24.82949, -18.28659], [-30.64798, -25.58356, -17.09116], [-31.14177, -25.27820, -19.12723], [-31.00393, -23.81373, -18.23052], [-29.64481, -24.64835, -18.75434], [-29.82388, -25.70132, -16.61305], [-21.16386, -22.18279, -18.06108], [-21.52313, -21.95422, -16.57436], [-22.34994, -23.14101, -16.09928], [-23.53910, -23.30150, -16.90202], [-24.68624, -24.02510, -16.35623], [-20.34401, -21.95668, -15.74199], [-22.03528, -22.57274, -18.58707], [-20.34183, -22.89283, -18.15179], [-20.75897, -21.26908, -18.49617], [-22.00506, -20.99973, -16.36270], [-22.54892, -23.10954, -15.02806], [-21.84582, -24.08163, -16.32108], [-24.53028, -25.05032, -16.02054], [-25.40615, -24.24997, -17.14317], [-25.13049, -23.51149, -15.50362], [-20.06914, -22.88973, -15.47003], [-19.58585, -21.64714, -16.33314], [-27.83100, -30.62736, -18.43204], [-28.90164, -29.53248, -18.32327], [-29.98387, -29.99459, -17.25103], [-30.75465, -31.13670, -17.76075], [-31.96117, -31.35135, -17.08823], [-28.33888, -28.23964, -17.99977], [-28.23724, -31.60203, -18.70237], [-27.38825, -30.68710, -17.43781], [-26.98138, -30.49333, -19.10158], [-29.29014, -29.28013, -19.30992], [-30.60853, -29.12917, -17.02980], [-29.55316, -30.11867, -16.25745], [-32.66433, -30.53552, -16.92062], [-31.63755, -31.60155, -16.07790], [-32.47617, -32.21795, -17.50281], [-27.98855, -28.09218, -17.06402], [-29.11501, -27.59348, -18.01379], [-31.30669, -31.81695, -12.97796], [-29.82771, -32.24146, -12.82592], [-29.40512, -33.13630, -14.01745], [-29.42473, -32.56025, -15.31253], [-29.53274, -33.50305, -16.44512], [-29.00230, -30.99139, -12.73335], [-31.93380, -32.70124, -13.09143], [-31.51243, -31.12665, -13.79604], [-31.63374, -31.24716, -12.10821], [-29.81217, -32.92604, -11.97786], [-29.97539, -34.06296, -13.95267], [-28.32677, -33.25460, -13.91134], [-28.51458, -33.87720, -16.55217], [-29.72647, -33.08856, -17.43444], [-30.07012, -34.42355, -16.21712], [-28.12821, -31.13851, -13.21753], [-29.59377, -30.33667, -13.22489], [-25.72725, -34.09479, -11.40569], [-25.71872, -33.36831, -10.01343], [-25.61264, -31.86996, -10.08792], [-24.26849, -31.43358, -10.26989], [-24.26415, -30.00136, -10.62947], [-26.98586, -33.77786, -9.47348], [-25.34771, -35.11601, -11.37172], [-24.92636, -33.76510, -12.06749], [-26.64328, -34.11631, -11.99604], [-24.97869, -33.88413, -9.40155], [-25.93473, -31.36245, -9.17864], [-26.23895, -31.65864, -10.95463], [-23.24110, -29.78969, -10.94037], [-24.63414, -29.42666, -9.78040], [-24.88556, -29.85278, -11.51257], [-27.22828, -33.43311, -8.55561], [-27.71187, -33.44511, -10.09177], [-24.94429, -31.33402, -15.30742], [-24.13868, -32.06793, -16.31702], [-24.52208, -33.58340, -16.47282], [-24.45529, -34.12709, -15.15096], [-25.00072, -35.43732, -15.00170], [-24.33805, -31.31168, -17.55509], [-24.99153, -31.77009, -14.30957], [-26.00106, -31.37684, -15.57106], [-24.55783, -30.32554, -15.16004], [-23.10568, -31.96637, -15.98431], [-24.00752, -34.29162, -17.12225], [-25.57676, -33.48830, -16.73112], [-26.06624, -35.24432, -15.12633], [-24.73918, -35.91509, -14.05754], [-24.61443, -36.15049, -15.72990], [-23.74103, -31.80990, -18.19964], [-25.28906, -31.39417, -17.88503], [-27.53487, -26.87137, -14.57432], [-26.62056, -28.07358, -14.62996], [-25.72090, -27.89753, -15.67587], [-28.18813, -26.52167, -15.75745], [-26.88959, -25.99423, -14.52610], [-28.16344, -26.86401, -13.68385], [-27.33142, -28.87229, -14.84170], [-26.07301, -28.24268, -13.70276], [-25.19293, -28.69450, -15.76353], [-27.48427, -26.28842, -16.36719], [-28.47086, -22.05386, -16.71764], [-28.38808, -22.42092, -15.22979], [-29.73448, -22.80496, -14.91488], [-28.72523, -20.66609, -16.80688], [-29.22957, -22.54858, -17.32404], [-27.43034, -22.04051, -17.04202], [-28.03356, -21.66132, -14.53308], [-27.87817, -23.37618, -15.10495], [-30.13716, -22.04532, -14.48781], [-29.09002, -20.36937, -17.64383]]
}

{
  "formula": "C18H23N3S",
  "method": "ωB97M-V/def2-TZVPD",
  "energy_ev": -34345.3493,
  "smiles": "CN(C)CCCSc1nc(-c2ccccc2)nc2c1CCC2",
  "e_homo_ev": -8.33,
  "total_charge": 0,
  "symbols": ["C", "N", "C", "C", "C", "C", "S", "C", "N", "C", "C", "C", "C", "C", "C", "C", "N", "C", "C", "C", "C", "C", "H", "H", "H", "H", "H", "H", "H", "H", "H", "H", "H", "H", "H", "H", "H", "H", "H", "H", "H", "H", "H", "H", "H"],
  "xyz": [[-5.12261, 1.72274, -2.29838], [-3.67582, 1.77956, -2.26915], [-3.10443, 0.46751, -2.48983], [-3.20191, 2.40209, -1.04420], [-1.71528, 2.78241, -1.11338], [-0.83311, 1.80968, -0.34931], [0.92417, 2.28149, -0.51633], [1.68208, 0.83871, 0.13273], [0.89674, -0.15060, 0.53683], [1.45566, -1.25303, 1.02569], [0.55550, -2.32171, 1.46389], [-0.82623, -2.16854, 1.36644], [-1.66859, -3.18092, 1.78283], [-1.14352, -4.35443, 2.30069], [0.22977, -4.51263, 2.40082], [1.07733, -3.50397, 1.98535], [2.76855, -1.45737, 1.14861], [3.54393, -0.46640, 0.75231], [3.06222, 0.72902, 0.22680], [4.17582, 1.65045, -0.14008], [5.39162, 1.02357, 0.57018], [5.04020, -0.45948, 0.78118], [-5.54313, 1.10212, -1.49074], [-5.44208, 1.30983, -3.25398], [-5.52511, 2.73061, -2.20685], [-3.52368, 0.04981, -3.40402], [-3.30943, -0.23037, -1.66141], [-2.02867, 0.55204, -2.62245], [-3.79108, 3.31167, -0.90665], [-3.37942, 1.75458, -0.16491], [-1.57418, 3.77975, -0.69300], [-1.41353, 2.82261, -2.16083], [-1.06471, 1.81615, 0.71638], [-0.90896, 0.79057, -0.72296], [-1.22105, -1.24864, 0.96442], [-2.73943, -3.05788, 1.70532], [-1.80453, -5.14449, 2.62636], [0.63855, -5.42726, 2.80515], [2.14846, -3.60925, 2.05540], [3.98153, 2.67590, 0.17504], [4.30534, 1.65693, -1.22592], [6.30856, 1.14967, -0.00248], [5.52980, 1.50350, 1.54014], [5.43265, -0.86561, 1.71198], [5.41202, -1.08037, -0.03769]]
}

{
  "formula": "C8H14N2OS2",
  "method": "ωB97M-V/def2-TZVPD",
  "energy_ev": -35218.4498,
  "smiles": "CC[C@@H](C(N)=O)N(S)C(=S)C1CC1",
  "e_homo_ev": -8.42,
  "total_charge": 0,
  "symbols": ["C", "C", "C", "C", "N", "O", "N", "S", "C", "S", "C", "C", "C", "H", "H", "H", "H", "H", "H", "H", "H", "H", "H", "H", "H", "H", "H"],
  "xyz": [[-2.95652, 0.95495, 2.15070], [-2.17436, 0.32792, 0.96812], [-0.59818, 0.47781, 0.95237], [0.00786, -0.12870, 2.18873], [1.14292, 0.43308, 2.74385], [-0.19863, -1.38437, 2.43803], [-0.13580, -0.06376, -0.33184], [-0.63035, -1.61180, -0.77617], [0.98523, 0.47606, -0.96435], [1.68586, 1.96016, -0.40421], [1.44884, 0.15681, -2.38575], [2.69311, -0.59554, -2.83420], [1.31115, -1.16136, -3.22582], [-2.37103, 0.87658, 3.14383], [-3.23781, 1.96862, 1.87074], [-3.82781, 0.34954, 2.39380], [-2.35048, -0.72542, 0.91670], [-2.55794, 0.83191, 0.03425], [-0.37420, 1.53045, 1.09031], [1.53872, -0.12796, 3.49699], [1.73119, 0.89541, 2.10090], [-0.93799, -2.01108, 0.44665], [1.19572, 0.89725, -3.11584], [3.23270, -0.12179, -3.68787], [3.42643, -0.95630, -2.14292], [0.98658, -1.15408, -4.29409], [0.96481, -2.09440, -2.77291]]
}

{
  "formula": "C4H8O3",
  "method": "ωB97M-V/def2-TZVPD",
  "energy_ev": -10415.8019,
  "e_homo_ev": -8.82,
  "total_charge": 0,
  "symbols": ["O", "C", "C", "C", "O", "C", "O", "H", "H", "H", "H", "H", "H", "H", "H"],
  "xyz": [[-2.43452, 0.15515, 0.06821], [-1.63723, -0.99671, 0.01866], [-0.31602, -0.91358, -0.66914], [1.43973, 0.28970, 0.65873], [2.44032, -0.45653, 0.02314], [0.59807, 1.12238, -0.31217], [-0.21906, 0.32655, -1.20280], [-2.21157, 0.66034, -0.72836], [-1.37457, -1.28553, 1.05023], [-2.14848, -1.87115, -0.40924], [1.92390, 1.01018, 1.31944], [0.81228, -0.34874, 1.30578], [1.97742, -1.17392, -0.44319], [1.26020, 1.73344, -0.92420], [-0.11046, 1.74841, 0.24492]]
}

{
  "formula": "C4H9NO3",
  "method": "ωB97M-V/def2-TZVPD",
  "energy_ev": -11926.3742,
  "smiles": "C[C@@]1(N)CC(O)(O)O1",
  "e_homo_ev": -9.78,
  "total_charge": 0,
  "symbols": ["C", "C", "N", "C", "C", "O", "O", "O", "H", "H", "H", "H", "H", "H", "H", "H", "H"],
  "xyz": [[-0.78709, 1.69542, -0.48548], [-0.30258, 0.47742, 0.28394], [-0.57995, 0.49119, 1.68686], [-0.58446, -0.88817, -0.35229], [0.95037, -1.03225, -0.43218], [1.39488, -1.17950, -1.72152], [1.51440, -2.01968, 0.36033], [1.17472, 0.26071, 0.10443], [-0.41681, 1.63931, -1.50549], [-0.40956, 2.60450, -0.02173], [-1.87550, 1.71323, -0.49892], [-1.57324, 0.48541, 1.88487], [-0.10856, 1.26410, 2.14282], [-1.06837, -1.60915, 0.29864], [-1.05174, -0.85524, -1.33043], [2.35674, -1.26638, -1.69782], [1.36674, -1.78091, 1.28399]]
}

{
  "formula": "C6H6FIO",
  "method": "ωB97M-V/def2-TZVPD",
  "energy_ev": -19182.7031,
  "smiles": "O=C1CC=C[C@H](F)[C@H]1I",
  "e_homo_ev": -9.45,
  "total_charge": 0,
  "symbols": ["O", "C", "C", "C", "C", "C", "F", "C", "I", "H", "H", "H", "H", "H", "H"],
  "xyz": [[0.13611, 1.70577, -1.96892], [0.21444, 0.80236, -1.15712], [-0.76044, -0.33096, -1.28101], [-0.86291, -1.20012, -0.09762], [-0.52575, -0.87672, 1.13033], [0.01276, 0.44098, 1.48124], [-0.97594, 1.38871, 1.45666], [1.12446, 0.88533, 0.00741], [2.80790, -0.36740, 0.08717], [-0.18678, -1.02569, -1.93457], [-1.64982, 0.03617, -1.69900], [-1.20956, -2.25362, -0.42991], [-0.39865, -1.67352, 1.92027], [0.71994, 0.54311, 2.33596], [1.55425, 1.92560, 0.14911]]
}